[1]
The following is a quantum chemistry calculation of 5 unconnected molecules or ions with the total composition C9H22Cl8N3S in a non-equilibrium geometry, from the OMol25 dataset.

Computed properties:
HOMO level ... -12.4261 eV
Electronic energy ... -4599.8387 hartree

The geometry in ORCA input format:
```
! RIJCOSX wB97M-V def2-TZVPD def2/J DEFGRID3
* xyz 1 1
Cl 2.56 0.19 -4.74
Cl 3.15 -2.97 -5.84
Cl 5.79 -2.16 -1.63
Cl -2.90 0.85 4.05
Cl 5.21 1.01 -0.51
Cl -6.82 -1.38 0.98
Cl -7.02 1.57 2.67
Cl -2.37 2.32 1.01
S 0.02 -0.14 2.42
N 3.10 0.73 1.99
N 1.30 -0.91 1.52
N 3.49 -1.57 2.42
C -3.52 2.84 2.27
C -6.59 -1.13 2.73
C 1.92 -1.84 -6.45
C -7.49 -0.04 3.28
C 2.39 -0.41 -6.41
C 5.04 0.42 -2.18
C 4.56 -1.02 -2.23
C 2.61 -0.52 1.98
C -2.99 2.59 3.67
H 4.31 1.06 -2.67
H 1.66 0.24 -6.91
H -5.54 -0.91 2.91
H 1.23 -0.64 0.52
H 4.34 -1.30 -3.26
H 4.46 -1.22 2.48
H 1.70 -2.13 -7.48
H -2.00 3.02 3.81
H -7.41 0.00 4.36
H -3.66 3.04 4.40
H -6.83 -2.08 3.22
H 3.50 -2.24 1.63
H 3.97 0.87 1.44
H 1.01 -1.98 -5.86
H 3.35 -0.29 -6.91
H -4.46 2.33 2.10
H -8.53 -0.21 3.01
H 2.62 1.51 2.45
H -1.12 -0.77 1.93
H -3.68 3.91 2.13
H 3.65 -1.16 -1.64
H 6.00 0.54 -2.68
*
```


[2]
The following is a quantum chemistry calculation of a molecular structure, C9H22ClF5GaN2O2P, from the OMol25 dataset.

Computed properties:
HOMO level ... -6.4255 eV
Electronic energy ... -3841.7228 hartree

The geometry in ORCA input format:
```
! RIJCOSX wB97M-V def2-TZVPD def2/J DEFGRID3
* xyz 0 1
Ga -1.94 -1.00 -1.39
Cl -5.08 -2.66 1.33
P -3.08 0.00 -3.22
F 0.62 -0.71 -2.69
F 1.79 -1.80 -0.86
F 0.11 -2.96 -0.14
F 1.27 -3.65 -1.83
F -0.46 -2.56 -3.29
O 1.90 2.72 2.35
O -4.22 0.96 -2.40
N -1.85 1.08 -3.79
N 1.52 0.89 0.42
C 0.73 -2.57 -1.27
C -0.18 -1.75 -2.20
C -3.17 -2.42 -0.65
C -2.66 -1.57 1.77
C 2.74 2.62 3.49
C 2.53 2.98 1.11
C -3.31 -2.61 0.87
C 3.92 0.82 0.92
C 2.80 1.68 0.35
H -4.72 1.42 -3.08
H -1.52 0.22 -0.38
H 0.77 1.30 -0.15
H -4.15 -2.16 -1.05
H 2.18 3.02 4.34
H 3.64 0.37 1.87
H 3.01 1.59 3.70
H 3.65 3.21 3.36
H -1.28 1.49 -3.06
H 1.66 -0.08 0.13
H -3.01 -0.57 1.55
H 4.18 0.02 0.23
H -2.91 -3.38 -1.09
H 4.81 1.43 1.08
H -2.21 1.81 -4.39
H 2.98 1.89 -0.70
H -2.91 -1.80 2.81
H -1.57 -1.64 1.68
H -2.94 -3.60 1.14
H 3.46 3.54 1.24
H 1.18 0.91 1.39
H 1.85 3.60 0.53
*
```


[3]
The following is a quantum chemistry calculation of 2 unconnected molecules or ions with the total composition C9H22N4O2P in a non-equilibrium geometry, from the OMol25 dataset.

Computed properties:
HOMO level ... -11.0109 eV
Electronic energy ... -1066.5657 hartree

The geometry in ORCA input format:
```
! RIJCOSX wB97M-V def2-TZVPD def2/J DEFGRID3
* xyz 1 1
P -1.35 0.46 2.56
O 2.70 -1.01 -3.54
O 0.43 -0.78 0.37
N -3.08 0.19 2.84
N 1.73 1.15 -1.72
N -0.46 0.53 3.89
N -5.28 0.60 2.97
C 1.43 0.21 0.65
C 1.39 1.41 -0.32
C 0.82 -1.76 -0.57
C 3.12 0.74 -1.92
C 1.63 -0.95 -4.46
C -3.60 -1.13 3.15
C 3.35 0.24 -3.34
C -4.01 1.27 2.72
C -5.11 -0.80 3.23
H 2.05 2.20 0.07
H 1.20 0.59 1.65
H -3.85 2.37 2.48
H 2.42 -0.24 0.72
H 0.38 1.81 -0.31
H 1.97 -0.55 -5.42
H 4.42 0.07 -3.49
H -0.88 -0.66 1.79
H -1.10 0.42 4.69
H 3.40 -0.07 -1.23
H 0.81 -0.33 -4.07
H 3.78 1.60 -1.73
H -6.20 1.07 2.95
H -5.93 -1.55 3.48
H 3.04 0.99 -4.08
H 1.12 0.41 -2.06
H 1.89 -1.97 -0.55
H -1.23 1.71 1.88
H -3.07 -2.13 3.30
H 1.25 -1.96 -4.63
H 0.29 -2.69 -0.33
H 0.51 -1.46 -1.58
*
```


[4]
The following is a quantum chemistry calculation of a molecular structure, C9H23BBr8Na3O in a non-equilibrium geometry, from the OMol25 dataset.

Computed properties:
HOMO level (alpha / beta) ... -3.4905 / -7.3927 eV
Electronic energy ... -21535.7056 hartree
Expectation value of S² ... 0.751

The geometry in ORCA input format:
```
! RIJCOSX wB97M-V def2-TZVPD def2/J DEFGRID3
* xyz 0 2
Br 6.33 10.12 22.28
Br 9.76 15.19 22.44
Br 4.61 14.94 16.84
Br 6.16 16.80 20.89
Br 9.76 12.06 19.72
Br 1.02 7.00 25.25
Br 2.93 11.28 24.15
Br 8.86 12.56 24.70
Na 5.61 12.73 24.08
Na 3.82 15.77 23.25
Na 2.09 13.01 21.02
O 1.50 14.90 22.62
C 8.09 10.48 21.46
C 4.63 15.93 18.55
C 0.42 14.62 23.52
C 6.03 15.90 19.11
C 2.70 9.39 24.77
C 8.56 15.38 24.02
C 8.07 11.74 20.65
C 1.22 8.94 24.60
C 9.05 14.52 25.11
B 4.69 13.51 21.83
H 3.94 13.28 22.58
H 3.37 8.77 24.16
H 7.14 11.90 20.10
H 8.34 9.63 20.83
H 5.53 14.06 22.22
H 8.40 16.45 24.18
H 10.07 14.69 25.46
H 0.58 14.93 24.55
H 4.36 16.96 18.32
H 8.86 10.56 22.23
H 0.17 13.56 23.43
H 8.45 14.81 25.97
H 4.14 14.11 21.12
H -0.52 15.10 23.23
H 1.03 9.06 23.54
H 6.27 14.84 19.22
H 6.71 16.36 18.39
H 7.99 12.48 21.44
H 7.57 14.96 23.82
H 2.87 9.27 25.83
H 0.52 9.56 25.15
H 3.87 15.42 19.14
H 5.07 12.62 21.36
*
```


[5]
The following is a quantum chemistry calculation of a molecular structure, C9H23BeClN2O5 in a non-equilibrium geometry, from the OMol25 dataset.

Computed properties:
HOMO level ... -13.6534 eV
Electronic energy ... -1316.1842 hartree

The geometry in ORCA input format:
```
! RIJCOSX wB97M-V def2-TZVPD def2/J DEFGRID3
* xyz 2 1
Cl -0.68 4.24 -2.33
O -1.73 4.19 -3.33
O -0.25 2.87 -2.11
O -1.09 4.93 -1.16
O 2.24 -0.33 0.91
O 0.47 4.92 -2.87
N -1.99 2.46 -5.71
N 1.00 -0.84 0.96
C 1.47 -2.99 2.16
C -0.52 -2.77 0.63
C -1.54 -2.15 1.59
C 0.40 -0.10 3.38
C 0.11 -0.10 1.86
C 1.73 -2.77 -0.37
C 0.92 -2.32 0.88
C -1.33 -0.64 1.65
C 0.12 1.35 1.35
Be 2.70 5.78 -4.38
H -0.80 -2.65 -0.42
H 1.53 -3.83 -0.49
H 1.49 -2.18 -1.25
H 2.77 -2.51 -0.18
H 2.69 -0.46 1.77
H -1.34 -2.61 2.56
H 1.35 0.41 3.60
H -0.70 1.90 1.82
H -2.55 -2.33 1.21
H -0.28 1.38 0.33
H -1.78 -0.20 0.76
H 2.45 -2.64 2.48
H 1.01 1.97 1.44
H -1.86 -0.16 2.48
H 0.75 -3.00 2.97
H 0.60 -1.09 3.81
H -2.51 2.08 -6.50
H -2.52 3.19 -5.22
H -1.10 2.80 -6.08
H -0.61 -3.82 0.90
H 1.53 -4.06 1.94
H -1.81 1.69 -5.06
H -0.32 0.42 4.01
*
```


[6]
The following is a quantum chemistry calculation of 7 unconnected molecules or ions with the total composition C9H23F7N6O12P in a non-equilibrium geometry, from the OMol25 dataset.

Computed properties:
HOMO level ... -3.2996 eV
Electronic energy ... -2627.7355 hartree

The geometry in ORCA input format:
```
! RIJCOSX wB97M-V def2-TZVPD def2/J DEFGRID3
* xyz -1 1
P 0.65 1.46 -1.54
F 1.59 3.90 -0.66
F 3.14 1.75 0.75
F 4.59 -0.04 -0.42
F 2.43 3.31 -2.81
F 4.34 3.37 -0.52
F 5.60 1.54 -1.93
F 3.58 0.38 -2.58
O -0.62 -2.52 -0.62
O -1.02 5.43 -5.21
O -3.34 1.71 1.00
O -2.65 -3.54 4.99
O 0.72 -6.83 -0.50
O -2.40 3.23 4.30
O -0.94 1.68 4.84
O -0.12 -1.86 1.41
O -3.16 -1.74 3.82
O -0.05 3.55 -4.58
O -1.83 0.55 -0.11
O 1.75 -5.11 -1.42
N -3.04 -2.96 3.96
N -0.16 4.54 -5.32
N 0.90 -6.00 -1.41
N -1.68 2.63 5.11
N -2.43 0.88 0.92
N 0.16 -2.33 0.31
C -1.72 3.10 6.52
C 3.42 2.18 -0.66
C 2.10 2.73 -1.46
C 1.59 -2.69 0.07
C 4.28 1.02 -1.45
C -3.40 -3.82 2.80
C 0.00 -6.09 -2.59
C -2.01 0.21 2.19
C 0.83 4.68 -6.42
H 1.82 4.73 -5.97
H -1.39 4.14 6.52
H -1.21 -0.50 1.97
H 0.63 -6.27 -3.47
H -4.20 -4.48 3.12
H 1.09 0.91 -2.80
H 0.09 2.10 -0.35
H -0.50 0.55 -1.55
H 0.73 3.80 -7.06
H -1.04 2.48 7.11
H -2.50 -4.38 2.53
H -0.70 -6.91 -2.45
H 1.94 -2.10 -0.77
H -1.67 0.99 2.87
H -0.53 -5.14 -2.68
H -3.72 -3.18 1.98
H -2.89 -0.31 2.58
H 1.62 -3.76 -0.15
H 0.61 5.59 -6.98
H -0.10 2.46 -2.32
H -2.74 3.00 6.87
H 1.35 0.47 -0.77
H 2.16 -2.47 0.97
*
```